{"formula": "C37H99N8O13S", "method": "ωB97M-V with the def2-TZVPD basis set", "species": ["O", "H", "H", "H", "S", "O", "O", "O", "O", "C", "C", "C", "O", "C", "N", "H", "H", "H", "H", "H", "H", "H", "H", "H", "H", "H", "C", "C", "C", "O", "C", "N", "H", "H", "H", "H", "H", "H", "H", "H", "H", "H", "H", "C", "C", "C", "O", "C", "N", "H", "H", "H", "H", "H", "H", "H", "H", "H", "H", "H", "C", "C", "C", "O", "C", "N", "H", "H", "H", "H", "H", "H", "H", "H", "H", "H", "H", "C", "C", "C", "O", "C", "N", "H", "H", "H", "H", "H", "H", "H", "H", "H", "H", "H", "C", "C", "C", "O", "C", "N", "H", "H", "H", "H", "H", "H", "H", "H", "H", "H", "H", "C", "C", "C", "O", "C", "N", "H", "H", "H", "H", "H", "H", "H", "H", "H", "H", "H", "C", "C", "C", "C", "C", "C", "N", "O", "C", "C", "C", "H", "H", "H", "H", "H", "H", "H", "H", "H", "H", "H", "H", "H", "H", "H", "H", "H", "H", "H"], "xyz": [[-0.55422, -3.33532, 0.84947], [0.23017, -3.16521, 0.32279], [-0.88113, -2.48516, 1.15273], [-1.22848, -3.77752, 0.32846], [-0.21086, 0.08164, 0.25778], [-0.91006, -0.84779, 1.09419], [0.30138, -0.63776, -0.90742], [-1.16710, 1.09526, -0.20496], [0.89013, 0.66495, 1.03467], [4.57779, 1.58122, 3.16236], [4.06096, 0.16118, 3.06586], [4.74981, -0.82652, 3.99588], [6.10897, -1.13352, 3.60199], [6.42819, -1.80785, 2.36708], [2.68631, 0.20108, 3.42583], [5.65796, 1.70699, 3.08803], [4.35189, 1.94284, 4.16551], [4.11480, 2.25689, 2.44318], [4.05513, -0.14854, 2.02081], [4.20263, -1.75916, 3.85841], [4.73143, -0.45799, 5.02152], [6.12214, -2.84853, 2.47382], [7.50957, -1.83442, 2.23287], [5.95679, -1.36436, 1.49004], [2.40266, -0.76701, 3.47522], [2.25221, 0.65701, 2.63603], [2.70208, -2.57363, 1.09708], [2.86780, -3.02994, -0.39443], [3.41932, -4.44863, -0.54137], [4.76095, -4.58482, -0.03796], [5.76633, -3.96303, -0.80873], [1.47449, -2.93599, -0.94177], [1.99778, -3.31314, 1.47808], [2.29335, -1.56559, 1.16702], [3.57339, -2.52467, 1.75018], [3.50533, -2.27887, -0.86084], [3.47098, -4.83265, -1.56017], [2.75774, -5.10306, 0.02620], [5.50327, -3.93262, -1.86607], [6.73126, -4.43220, -0.61664], [5.94516, -2.91807, -0.55544], [1.54836, -3.01793, -1.94573], [1.15700, -1.97890, -0.88441], [3.17092, 1.36085, -2.28043], [2.49792, 0.73982, -3.47909], [3.28939, 0.65042, -4.80111], [3.83880, 1.86267, -5.28101], [3.00399, 2.77716, -5.83165], [2.09331, -0.59083, -3.13394], [2.44240, 1.37313, -1.46975], [3.61481, 2.33626, -2.47948], [3.96147, 0.69481, -1.93471], [1.57289, 1.22702, -3.78741], [2.62953, 0.10513, -5.47589], [4.20855, 0.08209, -4.65887], [3.55137, 3.67302, -6.12473], [2.13576, 2.96907, -5.20122], [2.58437, 2.28268, -6.70772], [1.60250, -0.36793, -2.27982], [1.31813, -0.89473, -3.70565], [-5.11843, 1.14071, 0.76502], [-4.40941, 2.09974, -0.22815], [-5.35090, 3.24503, -0.68290], [-6.58351, 2.76478, -1.25412], [-6.46183, 2.36814, -2.58720], [-3.21749, 2.70109, 0.42122], [-4.47915, 0.37276, 1.20054], [-5.95056, 0.57831, 0.34148], [-5.58474, 1.69165, 1.58179], [-3.98808, 1.52927, -1.05587], [-4.77608, 4.02035, -1.18943], [-5.72066, 3.79265, 0.18398], [-5.63060, 1.71130, -2.84358], [-6.45536, 3.33040, -3.09919], [-7.41526, 1.87946, -2.78781], [-3.02764, 3.45779, -0.22023], [-2.50544, 2.08380, 0.05785], [-1.30222, 5.25942, -3.20348], [-1.41814, 3.78163, -2.79604], [-0.38801, 2.95507, -3.69833], [-0.57400, 2.86652, -5.05521], [-1.70140, 2.25294, -5.62453], [-1.09418, 3.63976, -1.38325], [-0.26349, 5.50944, -3.41938], [-1.81963, 5.89539, -2.48520], [-1.57836, 5.48513, -4.23347], [-2.40024, 3.37933, -3.04449], [-0.23544, 1.95069, -3.30329], [0.56587, 3.47215, -3.59422], [-1.45440, 2.06142, -6.66875], [-2.51579, 2.97175, -5.53418], [-1.99530, 1.35031, -5.08880], [-0.18542, 4.03458, -1.18732], [-0.98289, 2.64818, -1.22679], [1.63892, 5.03930, -0.23236], [1.89573, 4.26481, 1.09229], [2.43495, 5.20074, 2.25515], [2.71508, 4.35907, 3.31990], [3.45465, 4.90011, 4.46296], [0.58851, 3.75172, 1.45727], [2.61598, 5.27666, -0.65323], [0.95064, 5.86663, -0.05947], [1.19509, 4.41035, -1.00407], [2.64812, 3.48948, 0.94785], [1.75777, 6.00756, 2.53546], [3.37207, 5.67521, 1.96397], [3.92252, 4.16510, 5.11792], [2.61501, 5.31722, 5.01893], [4.09268, 5.67330, 4.03494], [0.89673, 3.01989, 2.08138], [0.26628, 3.27925, 0.62478], [-3.16877, -1.38219, -1.87252], [-2.19329, -1.48377, -3.00809], [-2.92239, -1.38891, -4.33873], [-3.82153, -2.41158, -4.66867], [-3.29584, -3.47500, -5.41101], [-1.32350, -0.33686, -2.95895], [-2.51716, -1.43579, -1.00038], [-3.73370, -2.31422, -1.85594], [-3.74631, -0.46277, -1.96847], [-1.65465, -2.41661, -2.84145], [-2.24783, -1.21416, -5.17690], [-3.46832, -0.45119, -4.44235], [-3.81632, -4.39237, -5.13605], [-2.24861, -3.59516, -5.13357], [-3.36448, -3.32683, -6.48871], [-0.63173, -0.43865, -2.23012], [-1.74430, 0.53489, -2.67068], [-1.92992, -1.74126, 5.65129], [-1.25471, -2.45145, 4.42846], [-0.75272, -3.85855, 4.82295], [-1.92799, -4.89926, 4.89616], [-2.63907, -4.94399, 3.52079], [-3.28561, -3.60372, 3.13970], [-2.18086, -2.59204, 3.22464], [-2.61341, -1.39226, 2.83278], [-3.82235, -3.70829, 1.66692], [-4.45035, -3.18228, 4.03918], [-0.04521, -1.67924, 4.09947], [-2.47502, -0.80520, 5.52986], [-1.15327, -1.34680, 6.30653], [-2.46599, -2.36680, 6.36502], [0.12305, -4.04104, 4.20020], [-0.43678, -3.80420, 5.86474], [-2.63766, -4.52964, 5.63633], [-1.64809, -5.92408, 5.14012], [-3.46367, -5.65005, 3.61885], [-2.04817, -5.39577, 2.72402], [-4.78338, -4.22193, 1.69346], [-4.07240, -2.73147, 1.25290], [-3.35864, -4.38206, 0.94643], [-5.28293, -3.87303, 3.90584], [-4.25178, -3.24628, 5.10903], [-4.81047, -2.15689, 3.95552], [-0.20420, -0.62813, 3.85865], [0.49570, -2.04412, 3.22632], [0.69242, -1.73387, 4.90010], [-1.89007, -1.05180, 2.30130]], "lowdin_charge": [0.25, 0.05, 0.05, 0.14, 0.30, -0.34, -0.40, -0.35, -0.34, -0.05, -0.49, -0.16, -0.21, -0.10, 0.06, 0.08, 0.07, 0.06, 0.12, 0.11, 0.13, 0.08, 0.08, 0.07, 0.04, 0.04, -0.02, -0.35, -0.18, -0.19, -0.12, 0.04, 0.07, 0.06, 0.06, 0.13, 0.12, 0.12, 0.09, 0.09, 0.07, 0.08, -0.01, -0.02, -0.46, -0.18, -0.19, -0.14, 0.05, 0.07, 0.08, 0.08, 0.10, 0.12, 0.12, 0.09, 0.07, 0.09, 0.02, 0.07, -0.05, -0.41, -0.18, -0.20, -0.12, 0.05, 0.06, 0.06, 0.07, 0.10, 0.11, 0.12, 0.08, 0.08, 0.08, 0.02, -0.01, -0.06, -0.38, -0.23, -0.19, -0.08, 0.06, 0.07, 0.08, 0.07, 0.12, 0.09, 0.11, 0.09, 0.08, 0.06, 0.01, 0.03, -0.06, -0.40, -0.22, -0.23, -0.05, 0.07, 0.07, 0.09, 0.04, 0.12, 0.12, 0.11, 0.07, 0.08, 0.08, 0.06, 0.03, -0.04, -0.43, -0.23, -0.18, -0.12, 0.06, 0.07, 0.08, 0.08, 0.14, 0.11, 0.12, 0.08, 0.08, 0.08, 0.00, 0.06, -0.03, -0.47, -0.11, -0.14, -0.14, -0.46, -0.13, -0.04, -0.02, -0.03, -0.07, 0.09, 0.07, 0.06, 0.11, 0.11, 0.09, 0.10, 0.11, 0.11, 0.07, 0.08, 0.06, 0.08, 0.06, 0.09, 0.10, 0.07, 0.10, 0.02], "total_charge": -1, "molar_mass_g_mol": 896.31, "orbital_gap_ev": 7.6, "homo_energy_ev": -5.74, "relative_energy_kcal_mol": 0.00, "total_energy_ha": -3283.2592}